Entry from the OMol25 dataset: a molecular structure, C17H25FeN9SbSe5 (the ωB97M-V functional and the def2-TZVPD basis).

## Properties
Energy above the lowest of the compared OMol25 structures with the same formula, charge and spin   0.010 eV
HOMO energy (alpha / beta)   -0.2208 / -0.2196 hartree
Energy   -14666.7557 hartree
E_LUMO (alpha / beta)   -1.6231 / -1.6442 eV
Max |F|   0.462 eV Å⁻¹
⟨S²⟩   8.768

```
! RIJCOSX wB97M-V def2-TZVPD def2/J DEFGRID3
* xyz 0 6
Sb 0.54 -4.01 1.43
Se -0.10 -3.86 -1.21
Se -2.07 -4.90 -1.41
Se -3.42 -2.20 1.11
Se 0.72 -1.53 2.22
Se 2.85 -4.50 1.00
Fe 0.03 -0.14 0.40
N -1.84 1.79 3.67
N -1.28 1.23 1.62
N 1.09 1.95 4.35
N 1.54 1.65 2.22
N 1.84 0.10 -0.98
N -1.99 -1.51 0.35
N -4.49 -1.79 -0.23
N -1.43 -0.44 -1.62
N -0.01 2.63 -0.87
C -4.18 -0.73 -2.43
C 0.59 1.72 3.11
C -1.88 -0.03 -2.77
C -1.24 3.03 -1.54
C 0.38 3.71 0.02
C 2.17 1.52 -1.19
C 2.46 1.99 4.23
C -3.02 1.57 2.99
C -0.82 1.57 2.80
C 1.05 2.34 -1.82
C 2.96 -0.52 -0.24
C -3.75 -1.20 -1.15
C -2.65 1.23 1.72
C 1.76 -0.58 -2.28
C -2.37 -1.05 -0.82
C -3.24 -0.16 -3.23
C 2.72 1.81 2.90
H -3.97 1.67 3.46
H -1.60 2.24 -2.20
H 0.88 -0.27 -2.84
H 1.46 3.26 -2.26
H 3.90 -0.35 -0.79
H -0.42 3.89 0.75
H -1.17 0.43 -3.45
H -3.29 0.98 0.89
H -2.01 3.23 -0.80
H 1.28 3.47 0.57
H 3.10 2.14 5.08
H 2.80 -1.59 -0.11
H 3.03 -0.08 0.75
H -1.76 1.99 4.65
H 2.66 -0.37 -2.87
H -5.21 -0.84 -2.73
H 0.54 4.64 -0.54
H -1.10 3.94 -2.14
H 1.68 -1.65 -2.12
H 3.06 1.59 -1.83
H -3.49 0.21 -4.21
H 0.59 2.01 5.22
H 0.61 1.78 -2.65
H 2.42 1.94 -0.22
H 3.67 1.77 2.41
*
```

Quick look at the Mulliken charges, all values in e: Sb 0.208; Se -0.176; Se -0.334; Se 0.347; Se -0.546; Se -0.640; Fe 0.958; N -0.029; N 0.865; N -0.086; N 0.336; N 0.897; N 0.050; N -0.856; N 0.866; N 0.859; C -0.763; C -0.675; C -0.673; C -1.117; C -1.474; C -0.874; C -1.004; C -1.240; C 0.552; C -0.897; C -1.097; C 0.674; C -0.400; C -1.062; C 0.111; C -0.913; C -0.415; H 0.441; H 0.279; H 0.163; H 0.426; H 0.406; H 0.323; H 0.519; H 0.548; H 0.305; H 0.402; H 0.442; H 0.133; H 0.143; H 0.192; H 0.377; H 0.509; H 0.423; H 0.357; H 0.163; H 0.458; H 0.454; H 0.158; H 0.207; H 0.266; H 0.453

=====

Entry from the OMol25 dataset: a gas-phase ion, C7H13N2O (charge +1) at a distorted geometry (the ωB97M-V functional and the def2-TZVPD basis).

## Properties
Energy above the lowest of the compared OMol25 structures with the same formula, charge and spin   5.907 eV
HOMO energy   -0.4985 hartree
Energy   -458.8568 hartree
E_LUMO   -5.4298 eV
SMILES string   CO/N=C/C=[NH+]\[C@H]1C[C@H]1C
Max |F|   7.032 eV Å⁻¹

```
! RIJCOSX wB97M-V def2-TZVPD def2/J DEFGRID3
* xyz 1 1
O 3.34 -0.96 -0.06
N -0.68 0.85 -0.08
N 2.14 -0.33 -0.07
C -3.60 0.00 -0.86
C -1.03 -0.51 -0.13
C 1.87 0.90 0.20
C 4.49 -0.24 0.36
C 0.54 1.38 0.14
C -2.45 -0.88 -0.55
C -2.07 -1.13 0.89
H -1.49 1.46 -0.26
H -0.14 -1.14 -0.29
H -3.76 0.60 0.07
H 4.01 0.53 1.12
H 0.47 2.50 0.13
H -2.40 -1.72 -1.19
H 4.91 0.47 -0.50
H 2.55 1.69 0.48
H -4.39 -0.71 -1.18
H -2.47 -0.51 1.58
H 5.27 -0.84 0.64
H -3.35 0.67 -1.72
H -1.76 -2.07 1.27
*
```

Quick look at the Mulliken charges, all values in e: O -0.194; N -0.038; N -0.136; C -1.280; C -0.112; C 0.101; C -0.449; C -0.265; C 0.058; C -0.820; H 0.269; H 0.479; H 0.289; H 0.146; H 0.333; H 0.410; H 0.261; H 0.379; H 0.365; H 0.349; H 0.315; H 0.298; H 0.242

=====

Entry from the OMol25 dataset: a molecular structure, C22H16N3NiO7 at a distorted geometry (the ωB97M-V functional and the def2-TZVPD basis).

## Properties
HOMO energy (alpha / beta)   -0.1620 / -0.1621 hartree
Energy   -3047.2344 hartree
E_LUMO (alpha / beta)   2.0099 / 1.9862 eV
Max |F|   1.072 eV Å⁻¹
⟨S²⟩   2.007

```
! RIJCOSX wB97M-V def2-TZVPD def2/J DEFGRID3
* xyz -1 3
Ni 0.25 -0.84 -0.66
O 2.05 -0.75 0.36
O 3.91 6.05 0.55
O -1.43 -0.57 -1.82
O 0.73 1.06 -1.24
O 5.00 4.54 1.64
O 2.00 -4.93 0.54
O 0.15 -2.78 -0.20
N -2.27 0.00 0.26
N -1.24 -0.77 0.68
N 4.09 4.89 0.89
C 1.47 1.91 -0.69
C -1.20 -1.33 1.83
C -2.27 0.03 -1.07
C -0.25 -2.38 2.12
C -4.20 1.66 -0.99
C -5.40 2.20 -3.00
C 1.31 3.31 -0.99
C 2.52 1.58 0.26
C 0.40 -3.07 1.04
C 2.15 4.25 -0.48
C 2.68 0.24 0.72
C 1.44 -4.49 2.74
C 3.36 2.57 0.75
C 3.20 3.89 0.39
C -0.07 -2.78 3.45
C 1.28 -4.14 1.41
C -5.20 2.36 -1.64
C -4.57 1.35 -3.73
C -3.56 0.66 -3.08
C 2.26 -4.54 -0.81
C -3.37 0.80 -1.71
C 0.76 -3.83 3.76
H 2.69 -3.55 -0.87
H 3.46 0.09 1.48
H -2.90 -0.01 -3.62
H 0.90 -4.14 4.79
H 2.98 -5.28 -1.17
H -1.94 -1.06 2.59
H 0.51 3.57 -1.66
H 2.03 5.30 -0.73
H -6.19 2.75 -3.51
H -4.04 1.76 0.07
H 2.12 -5.30 2.97
H -4.73 1.22 -4.79
H 1.36 -4.58 -1.42
H 4.17 2.31 1.43
H -5.85 3.02 -1.07
H -0.61 -2.26 4.23
*
```

Quick look at the Mulliken charges, all values in e: Ni 0.521; O -0.555; O -0.654; O -0.753; O -0.724; O -0.651; O -0.482; O -1.125; N -1.052; N 0.807; N 0.990; C 0.575; C -0.499; C 0.681; C 0.670; C -0.197; C -0.322; C -0.743; C 0.555; C 1.146; C -0.440; C -0.203; C -0.598; C -0.465; C -0.283; C -0.913; C 0.345; C -0.590; C -0.596; C -0.389; C -0.604; C 0.214; C -0.507; H 0.207; H 0.361; H 0.406; H 0.351; H 0.269; H 0.311; H 0.477; H 0.470; H 0.368; H 0.452; H 0.383; H 0.370; H 0.236; H 0.463; H 0.360; H 0.358

=====

Entry from the OMol25 dataset: C6H10O in the gas phase at a distorted geometry (the ωB97M-V functional and the def2-TZVPD basis).

## Properties
Energy above the lowest of the compared OMol25 structures with the same formula, charge and spin   4.237 eV
HOMO energy   -0.2711 hartree
Energy   -309.6867 hartree
E_LUMO   -0.1127 eV
Max |F|   2.328 eV Å⁻¹

```
! RIJCOSX wB97M-V def2-TZVPD def2/J DEFGRID3
* xyz 0 1
O 1.16 2.12 -0.22
C -1.17 -1.19 -0.34
C 0.82 1.12 -0.98
C -0.53 0.17 -0.06
C -1.41 1.16 0.65
C 0.90 0.10 -0.02
C 1.92 -0.88 0.38
H 2.84 -0.33 0.61
H -2.12 -1.03 -0.85
H -0.56 -1.83 -0.97
H 2.15 -1.54 -0.46
H -2.37 1.24 0.13
H 0.70 1.13 -2.06
H 1.62 -1.48 1.24
H -1.38 -1.73 0.59
H -1.62 0.84 1.67
H -0.94 2.14 0.68
*
```

Quick look at the Mulliken charges, all values in e: O -0.579; C -1.451; C -0.224; C 0.731; C -1.231; C 0.543; C -1.218; H 0.372; H 0.404; H 0.360; H 0.323; H 0.341; H 0.374; H 0.317; H 0.309; H 0.288; H 0.341

=====

Entry from the OMol25 dataset: a molecular structure, Cl4Fe at a distorted geometry (the ωB97M-V functional and the def2-TZVPD basis).

## Properties
Energy above the lowest of the compared OMol25 structures with the same formula, charge and spin   7.711 eV
HOMO energy (alpha / beta)   -0.2335 / -0.2321 hartree
Energy   -3104.4444 hartree
E_LUMO (alpha / beta)   0.5501 / -2.5658 eV
Max |F|   2.181 eV Å⁻¹
⟨S²⟩   8.759

```
! RIJCOSX wB97M-V def2-TZVPD def2/J DEFGRID3
* xyz -1 6
Fe 0.09 0.14 0.39
Cl -2.10 2.31 -0.63
Cl 2.99 1.53 0.00
Cl 0.33 -2.30 -2.29
Cl -1.31 -1.68 2.53
*
```

Quick look at the Mulliken charges, all values in e: Fe 1.132; Cl -0.718; Cl -0.718; Cl 0.003; Cl -0.698

=====

Entry from the OMol25 dataset: C3HNO2 in the gas phase at a distorted geometry (the ωB97M-V functional and the def2-TZVPD basis).

## Properties
Energy above the lowest of the compared OMol25 structures with the same formula, charge and spin   2.028 eV
HOMO energy   -0.3694 hartree
Energy   -320.0248 hartree
E_LUMO   -1.0377 eV
Max |F|   1.142 eV Å⁻¹

```
! RIJCOSX wB97M-V def2-TZVPD def2/J DEFGRID3
* xyz 0 1
O 1.25 -1.18 -0.39
O -0.54 0.85 -1.51
N -1.04 1.75 1.81
C -0.36 0.45 -0.38
C -0.75 1.21 0.83
C 0.01 -0.96 -0.10
H 1.43 -2.12 -0.27
*
```

Quick look at the Mulliken charges, all values in e: O -0.292; O -0.466; N -0.283; C 0.758; C 0.188; C -0.349; H 0.444

=====

Entry from the OMol25 dataset: 2 unconnected molecules or ions with the total composition C5H11ClN4 at a distorted geometry (the ωB97M-V functional and the def2-TZVPD basis).

## Properties
Energy above the lowest of the compared OMol25 structures with the same formula, charge and spin   4.684 eV
HOMO energy   -0.6176 hartree
Energy   -875.5150 hartree
E_LUMO   -8.4891 eV
Max |F|   4.879 eV Å⁻¹

```
! RIJCOSX wB97M-V def2-TZVPD def2/J DEFGRID3
* xyz 2 1
Cl 0.27 2.50 -0.47
N -2.23 -0.47 0.25
N 1.17 0.07 -0.09
N -3.12 0.17 0.62
N 3.02 1.51 0.14
C 0.03 0.82 -0.27
C -2.51 -1.62 -0.57
C 3.42 -0.87 0.11
C 2.54 0.24 0.12
C -3.99 1.03 0.61
H 3.16 -1.72 -0.62
H -2.54 -1.41 -1.57
H 4.45 -0.59 0.01
H -3.83 1.78 -0.16
H 0.73 -0.84 0.05
H -3.54 -1.93 -0.32
H -1.85 -2.50 -0.29
H -4.96 1.28 1.17
H 3.99 1.63 0.06
H 2.36 2.31 0.13
H 3.41 -1.39 1.11
*
```

Quick look at the Mulliken charges, all values in e: Cl -0.115; N -0.101; N -0.126; N 0.316; N -0.220; C 0.105; C -0.833; C -1.179; C 0.902; C -0.143; H 0.334; H 0.390; H 0.385; H 0.293; H 0.252; H 0.407; H 0.292; H 0.304; H 0.258; H 0.125; H 0.353

=====

Entry from the OMol25 dataset: C11H9NO2S in the gas phase at a distorted geometry (the ωB97M-V functional and the def2-TZVPD basis).

## Properties
Energy above the lowest of the compared OMol25 structures with the same formula, charge and spin   3.093 eV
HOMO energy (alpha / beta)   -0.3023 / -0.3023 hartree
Energy   -1027.9135 hartree
E_LUMO (alpha / beta)   -1.0213 / -1.0208 eV
SMILES string   O=S1(=O)C2=C(N=CCC2)c2ccccc21
Max |F|   8.229 eV Å⁻¹

```
! RIJCOSX wB97M-V def2-TZVPD def2/J DEFGRID3
* xyz 0 1
S -0.33 0.98 1.75
O -1.32 1.99 2.01
O 0.45 0.52 2.86
N -0.63 -1.51 -1.34
C -1.27 -2.53 -0.92
C -0.28 -0.54 -0.46
C -1.60 -2.79 0.52
C -2.00 -1.49 1.25
C -1.01 -0.44 0.93
C 1.58 2.54 0.31
C 0.63 0.54 -0.68
C 2.33 2.72 -0.85
C 2.24 1.82 -1.90
C 1.39 0.73 -1.83
C 0.74 1.45 0.38
H -2.40 -3.53 0.60
H -1.55 -3.26 -1.66
H 3.00 3.57 -0.92
H -0.70 -3.20 1.00
H -2.06 -1.67 2.32
H 2.83 1.98 -2.79
H 1.64 3.23 1.13
H 1.30 0.02 -2.64
H -3.00 -1.15 0.93
*
```

Quick look at the Mulliken charges, all values in e: S 1.162; O -0.653; O -0.631; N -0.560; C -0.030; C 0.541; C -0.832; C -0.561; C -0.049; C -0.501; C 0.174; C -0.477; C -0.566; C -0.639; C 0.193; H 0.366; H 0.469; H 0.390; H 0.306; H 0.321; H 0.394; H 0.441; H 0.489; H 0.254

=====

What did the first record say?
Entry from the OMol25 dataset: a molecular structure, C17H25FeN9SbSe5 (the ωB97M-V functional and the def2-TZVPD basis).

## Properties
Energy above the lowest of the compared OMol25 structures with the same formula, charge and spin   0.010 eV
HOMO energy (alpha / beta)   -0.2208 / -0.2196 hartree
Energy   -14666.7557 hartree
E_LUMO (alpha / beta)   -1.6231 / -1.6442 eV
Max |F|   0.462 eV Å⁻¹
⟨S²⟩   8.768

```
! RIJCOSX wB97M-V def2-TZVPD def2/J DEFGRID3
* xyz 0 6
Sb 0.54 -4.01 1.43
Se -0.10 -3.86 -1.21
Se -2.07 -4.90 -1.41
Se -3.42 -2.20 1.11
Se 0.72 -1.53 2.22
Se 2.85 -4.50 1.00
Fe 0.03 -0.14 0.40
N -1.84 1.79 3.67
N -1.28 1.23 1.62
N 1.09 1.95 4.35
N 1.54 1.65 2.22
N 1.84 0.10 -0.98
N -1.99 -1.51 0.35
N -4.49 -1.79 -0.23
N -1.43 -0.44 -1.62
N -0.01 2.63 -0.87
C -4.18 -0.73 -2.43
C 0.59 1.72 3.11
C -1.88 -0.03 -2.77
C -1.24 3.03 -1.54
C 0.38 3.71 0.02
C 2.17 1.52 -1.19
C 2.46 1.99 4.23
C -3.02 1.57 2.99
C -0.82 1.57 2.80
C 1.05 2.34 -1.82
C 2.96 -0.52 -0.24
C -3.75 -1.20 -1.15
C -2.65 1.23 1.72
C 1.76 -0.58 -2.28
C -2.37 -1.05 -0.82
C -3.24 -0.16 -3.23
C 2.72 1.81 2.90
H -3.97 1.67 3.46
H -1.60 2.24 -2.20
H 0.88 -0.27 -2.84
H 1.46 3.26 -2.26
H 3.90 -0.35 -0.79
H -0.42 3.89 0.75
H -1.17 0.43 -3.45
H -3.29 0.98 0.89
H -2.01 3.23 -0.80
H 1.28 3.47 0.57
H 3.10 2.14 5.08
H 2.80 -1.59 -0.11
H 3.03 -0.08 0.75
H -1.76 1.99 4.65
H 2.66 -0.37 -2.87
H -5.21 -0.84 -2.73
H 0.54 4.64 -0.54
H -1.10 3.94 -2.14
H 1.68 -1.65 -2.12
H 3.06 1.59 -1.83
H -3.49 0.21 -4.21
H 0.59 2.01 5.22
H 0.61 1.78 -2.65
H 2.42 1.94 -0.22
H 3.67 1.77 2.41
*
```

Quick look at the Mulliken charges, all values in e: Sb 0.208; Se -0.176; Se -0.334; Se 0.347; Se -0.546; Se -0.640; Fe 0.958; N -0.029; N 0.865; N -0.086; N 0.336; N 0.897; N 0.050; N -0.856; N 0.866; N 0.859; C -0.763; C -0.675; C -0.673; C -1.117; C -1.474; C -0.874; C -1.004; C -1.240; C 0.552; C -0.897; C -1.097; C 0.674; C -0.400; C -1.062; C 0.111; C -0.913; C -0.415; H 0.441; H 0.279; H 0.163; H 0.426; H 0.406; H 0.323; H 0.519; H 0.548; H 0.305; H 0.402; H 0.442; H 0.133; H 0.143; H 0.192; H 0.377; H 0.509; H 0.423; H 0.357; H 0.163; H 0.458; H 0.454; H 0.158; H 0.207; H 0.266; H 0.453

=====

energy of number 3 (C22H16N3NiO7)? -3047.2344 hartree